w) {
  "formula": "C3H5NO",
  "method": "the ωB97M-V functional and the def2-TZVPD basis",
  "smiles": "C=C/C=N\\O",
  "homo_lumo_gap_ev": 9.840,
  "elements": ["O", "C", "C", "N", "H", "H", "C", "H", "H", "H"],
  "coordinates": [[-2.031, -0.720, -0.069], [-0.443, 0.771, -0.036], [1.879, -0.161, -0.022], [-1.716, 0.672, -0.033], [2.506, -1.018, -0.090], [2.282, 0.862, -0.169], [0.533, -0.289, 0.074], [-3.019, -0.644, 0.243], [0.138, -1.313, -0.014], [-0.129, 1.841, 0.116]],
  "nbo_charge": [-0.5960, -0.0040, -0.3261, -0.1089, 0.2068, 0.1930, -0.2732, 0.4820, 0.2300, 0.1964]
}

x) {
  "formula": "C3H5NO",
  "method": "the ωB97M-V functional and the def2-TZVPD basis",
  "homo_lumo_gap_ev": 8.194,
  "elements": ["H", "H", "H", "C", "C", "C", "H", "H", "O", "N"],
  "coordinates": [[0.895, -1.309, -0.234], [-0.471, 0.354, -1.517], [0.975, 1.697, 0.649], [0.294, 0.992, -1.069], [-0.510, -0.379, 1.082], [-0.012, -1.391, 0.343], [1.018, 1.481, -1.717], [-0.425, -2.371, 0.530], [-1.206, 0.007, 1.965], [0.314, 1.073, 0.193]],
  "nbo_charge": [0.2150, 0.2069, 0.3862, 0.0336, 0.6540, -0.7884, 0.1736, 0.2335, -0.5675, -0.5468]
}

Question: of the structures shown, which is the most stable? Reply: x).